[1]
# C28H39BrN2O7

A 2-piece molecular cluster, C28H39BrN2O7 overall in a non-equilibrium geometry (the ωB97M-V functional and the def2-TZVPD basis, the Open Molecules 2025 dataset).

Last column: Löwdin charge in e.
Geometry (Å):
C (-3.2094, -0.7971, 2.4558)  -0.012
C (-2.4845, -1.2734, 1.0233)  -0.282
O (-1.6621, -0.3773, 0.4878)  -0.060
O (-2.8927, -2.5740, 0.5212)  -0.071
C (-2.1314, -3.0773, -0.6114)  -0.123
C (-1.1815, -4.3877, -0.1858)  -0.003
C (0.1416, -4.6207, -0.8638)  -0.038
C (0.8171, -3.6568, -2.0027)  -0.089
C (2.0952, -2.7655, -1.5013)  -0.309
O (1.9805, -1.3126, -1.7767)  -0.128
C (2.4811, -2.9157, 0.0837)  -0.197
N (1.4360, -2.3242, 1.0395)  -0.031
C (1.0310, -5.9747, -0.4462)  -0.173
O (1.7655, -6.5073, -1.4250)  0.001
C (0.8901, -6.5542, 1.0826)  0.024
C (-0.5733, -6.2536, 1.8360)  -0.026
C (-0.7291, -6.7949, 3.3784)  -0.009
C (0.4986, -7.6066, 4.1720)  -0.055
C (1.9185, -7.9086, 3.3891)  -0.511
Br (3.4711, -8.8666, 4.2249)  0.614
C (2.0868, -7.3784, 1.8442)  -0.005
C (3.4893, -7.6878, 1.0235)  -0.477
O (3.5263, -8.8985, 0.4007)  -0.143
O (4.6334, -6.7720, 0.8997)  -0.257
C (-1.7426, -5.4506, 0.9777)  -0.163
O (-3.0535, -5.6759, 1.1950)  -0.051
H (-2.8547, -1.5225, 3.3024)  0.096
H (-2.9495, 0.3475, 2.6708)  0.088
H (-4.3865, -0.8958, 2.2922)  0.100
H (-2.9297, -3.5472, -1.3683)  0.154
H (-1.5343, -2.2970, -1.2406)  0.120
H (0.0802, -2.9352, -2.5540)  0.105
H (1.2362, -4.3892, -2.8486)  0.135
H (3.0545, -3.1234, -2.1143)  0.158
H (1.4351, -1.1822, -2.6095)  0.090
H (3.4567, -2.2477, 0.2492)  0.126
H (2.8188, -4.0119, 0.4020)  0.138
H (1.7154, -1.3607, 1.3419)  0.063
H (1.5062, -2.9336, 1.9000)  0.077
H (-1.7166, -6.6223, 3.9822)  0.087
H (0.4119, -8.0003, 5.2735)  0.084
C (-2.1501, 3.5007, 1.3671)  -0.090
C (-1.3109, 2.9394, 0.2320)  -0.258
C (0.1613, 3.3327, 0.2908)  -0.161
C (0.5700, 4.7978, 0.1535)  -0.083
N (0.1939, 5.5785, -1.1280)  -0.166
C (-1.2640, 6.0421, -1.1901)  -0.089
C (-1.3640, 7.1665, -0.1752)  -0.157
C (-0.0299, 7.8785, -0.2326)  -0.156
C (0.9147, 6.9750, -1.0104)  -0.081
C (0.6972, 4.9309, -2.4373)  -0.094
C (-0.1816, 3.8449, -3.0652)  -0.217
C (0.3594, 2.4245, -2.9418)  -0.094
H (-2.0402, 4.5830, 1.4647)  0.050
H (-3.2078, 3.2838, 1.1961)  0.084
H (-1.8654, 3.0410, 2.3208)  0.084
H (-1.7562, 3.2060, -0.7268)  0.081
H (-1.3741, 1.8445, 0.2798)  0.087
H (0.7350, 2.7402, -0.4213)  0.096
H (0.5396, 2.9993, 1.2690)  0.139
H (1.6683, 4.8236, 0.1957)  0.135
H (0.2113, 5.3710, 1.0127)  0.129
H (-1.4461, 6.4199, -2.2022)  0.148
H (-1.9445, 5.2213, -0.9816)  0.113
H (-1.5290, 6.7670, 0.8323)  0.105
H (-2.2027, 7.8354, -0.3882)  0.130
H (0.3517, 8.0759, 0.7750)  0.123
H (-0.1224, 8.8478, -0.7341)  0.124
H (1.8945, 6.8426, -0.5433)  0.133
H (1.0502, 7.3772, -2.0207)  0.128
H (1.7304, 4.6078, -2.2619)  0.141
H (0.7336, 5.7430, -3.1720)  0.120
H (-0.2031, 4.0549, -4.1441)  0.117
H (-1.2266, 3.8910, -2.7509)  0.101
H (1.4371, 2.4048, -2.7518)  0.085
H (0.1744, 1.8670, -3.8643)  0.083
H (-0.1495, 1.8739, -2.1467)  0.066

For the molecular weight, the calculation gives 595.5 g/mol. For the total energy, the calculation gives -117003.818 eV. The calculation puts the HOMO energy at -6.0 eV. Its charge is 0.

[2]
# C4H8O2

C4H8O2 as an isolated structure (the ωB97M-V functional and the def2-TZVPD basis, the Open Molecules 2025 dataset).

Last column: natural (NBO) charge in e.
Geometry (Å):
C (1.7116, 0.2056, 0.7241)  -0.256
O (0.8130, 1.0172, -0.0210)  -0.495
C (-0.4100, 0.2751, -0.7807)  0.027
C (-0.9146, -1.1551, -0.7916)  -0.072
O (-2.1863, -0.7073, -0.6187)  -0.761
C (-0.9213, 0.8559, 0.4095)  0.037
H (1.2228, -0.6958, 1.1103)  0.181
H (2.5429, -0.0875, 0.0753)  0.195
H (2.0933, 0.8017, 1.5571)  0.193
H (-0.4920, 0.8219, -1.7133)  0.227
H (-0.4764, -1.7718, 0.0268)  0.123
H (-0.7122, -1.6709, -1.7461)  0.166
H (-0.9617, 0.2436, 1.3034)  0.218
H (-1.3090, 1.8675, 0.4650)  0.218

For the molecular weight, the calculation gives 88.1 g/mol. As for the energy above the lowest of the compared OMol25 structures with the same formula, charge and spin: 6.017 eV. For the total energy, the calculation gives -8367.265 eV. The calculation puts the HOMO energy at -8.2 eV. Its charge is 0.

[3]
# C38H42AsFeN6O2PTe

C38H42AsFeN6O2PTe as an isolated structure (the ωB97M-V functional and the def2-TZVPD basis, the Open Molecules 2025 dataset).

Last column: Mulliken spin population.
Geometry (Å):
Fe (0.2922, 0.5525, 1.3662)  3.734
O (-2.0799, -1.0647, 2.7264)  0.024
N (-1.9674, -0.0367, 1.8033)  0.026
C (-3.0942, 0.4881, 1.5607)  -0.008
C (-3.3079, 1.6325, 0.6516)  0.001
C (-4.5149, 2.3015, 0.8399)  0.000
C (-4.8214, 3.4521, 0.1324)  0.001
C (-3.9230, 3.9315, -0.8012)  -0.001
C (-2.7315, 3.2543, -1.0285)  -0.002
C (-2.3993, 2.1076, -0.3144)  0.018
P (-0.8609, 1.1952, -0.7092)  -0.001
C (-1.3464, 0.1193, -2.0967)  -0.026
C (-2.3354, 0.4883, -3.0076)  -0.004
C (-2.6292, -0.3359, -4.0835)  0.000
C (-1.9387, -1.5292, -4.2646)  0.000
C (-0.9554, -1.9044, -3.3619)  -0.001
C (-0.6660, -1.0803, -2.2805)  0.077
C (0.2187, 2.4354, -1.5091)  -0.009
C (0.4005, 3.6918, -0.9271)  0.019
C (1.3171, 4.5870, -1.4609)  -0.002
C (2.0828, 4.2254, -2.5626)  0.004
C (1.9267, 2.9672, -3.1286)  -0.001
C (0.9995, 2.0753, -2.6054)  0.009
H (-1.1875, -1.0798, 3.1335)  -0.011
H (-3.9606, 0.1167, 2.1031)  0.002
H (-5.2138, 1.9202, 1.5764)  0.000
H (-5.7519, 3.9726, 0.3162)  0.000
H (-4.1417, 4.8335, -1.3594)  0.000
H (-2.0541, 3.6302, -1.7826)  0.000
H (-2.8839, 1.4135, -2.8824)  0.000
H (-3.4019, -0.0449, -4.7840)  0.000
H (-2.1695, -2.1630, -5.1131)  0.000
H (-0.4185, -2.8377, -3.4893)  0.000
H (0.0946, -1.3728, -1.5750)  -0.023
H (-0.1894, 3.9810, -0.0639)  0.001
H (1.4314, 5.5685, -1.0157)  0.000
H (2.7944, 4.9264, -2.9830)  0.000
H (2.5229, 2.6799, -3.9865)  0.000
H (0.8785, 1.0976, -3.0596)  0.000
N (2.6550, 3.0684, 1.3434)  0.007
C (3.0734, 2.0407, 0.5584)  -0.020
C (4.2860, 2.1447, -0.1493)  -0.001
C (4.7252, 1.0869, -0.8972)  0.002
C (3.9651, -0.0864, -0.9430)  0.011
C (2.8023, -0.1168, -0.2245)  -0.078
N (2.3381, 0.9134, 0.5186)  0.030
H (3.0652, 3.9733, 1.1959)  -0.001
H (1.7086, 3.0412, 1.6967)  -0.005
H (4.8545, 3.0644, -0.0859)  0.000
H (5.6569, 1.1595, -1.4450)  0.000
H (4.2783, -0.9451, -1.5213)  0.003
H (2.1770, -0.9977, -0.2248)  0.103
C (-0.3396, -6.8107, -3.7370)  0.000
C (-0.1762, -5.7857, -2.6441)  0.003
C (1.0568, -5.2014, -2.3786)  0.001
C (1.2296, -4.2880, -1.3410)  -0.121
C (2.5892, -3.6714, -1.1218)  0.074
C (0.1254, -3.9607, -0.5496)  0.024
Te (0.3481, -2.6924, 1.1336)  0.968
C (-1.1352, -4.5018, -0.8128)  0.009
C (-2.3642, -4.1424, -0.0082)  -0.028
C (-1.2599, -5.4108, -1.8581)  0.008
H (0.5845, -6.9468, -4.2974)  0.000
H (-1.1264, -6.5207, -4.4355)  0.000
H (-0.6221, -7.7762, -3.3133)  0.000
H (1.9148, -5.4646, -2.9913)  0.000
H (3.3673, -4.2597, -1.6082)  0.003
H (2.8418, -3.6037, -0.0587)  0.005
H (2.6248, -2.6635, -1.5457)  -0.024
H (-2.2104, -3.2654, 0.6261)  0.050
H (-2.6595, -4.9705, 0.6401)  0.002
H (-3.2040, -3.9220, -0.6685)  0.005
H (-2.2388, -5.8379, -2.0651)  -0.001
N (0.0016, 2.3142, 2.3603)  0.010
C (-0.5822, 3.3212, 2.5708)  0.023
N (-1.1505, 4.3997, 2.8203)  0.011
C (-2.3256, 4.9122, 2.4925)  -0.002
N (-3.3366, 5.4081, 2.2248)  0.006
C (2.7144, 1.0541, 4.2651)  0.005
As (1.1180, 0.0631, 4.6070)  -0.006
C (-0.1777, 1.1240, 5.5270)  0.002
C (1.5681, -1.4151, 5.7286)  0.002
O (0.4917, -0.5794, 3.1751)  0.089
H (2.9550, 1.6830, 5.1205)  0.000
H (2.5656, 1.6697, 3.3840)  0.005
H (3.5183, 0.3435, 4.0886)  0.000
H (0.3110, 1.6989, 6.3128)  0.000
H (-0.9177, 0.4576, 5.9624)  0.000
H (-0.6474, 1.7923, 4.8127)  -0.001
H (2.0074, -1.0664, 6.6620)  0.000
H (2.2762, -2.0434, 5.1935)  -0.001
H (0.6637, -1.9830, 5.9314)  0.000

For the molecular weight, the calculation gives 904.1 g/mol. As for the energy above the lowest of the compared OMol25 structures with the same formula, charge and spin: 0.000 eV. Its spin multiplicity is 6. As for the expectation value of S²: 8.76. For the total energy, the calculation gives -164925.844 eV. The calculation puts the HOMO energy (spin up / spin down) at -10.2 / -10.2 eV. Its charge is +1.

[4]
# C17H19N4PS2Tl

C17H19N4PS2Tl as an isolated structure in a non-equilibrium geometry (the ωB97M-V functional and the def2-TZVPD basis, the Open Molecules 2025 dataset).

Last column: natural (NBO) charge in e.
Geometry (Å):
Tl (1.2213, -0.1630, 0.9328)  0.679
S (3.7650, 0.3358, -0.6729)  0.239
C (3.9671, 1.9843, -0.5537)  -0.253
C (5.2874, 2.4857, -0.4649)  0.176
N (6.3737, 2.8373, -0.3832)  -0.143
C (2.9026, 2.9383, -0.5197)  -0.249
S (1.2862, 2.5500, -0.4797)  0.225
C (3.2755, 4.3025, -0.4743)  0.179
N (3.5713, 5.4073, -0.4188)  -0.143
C (-3.2587, -0.4486, 0.0035)  -0.915
P (-1.5719, 0.2928, -0.1657)  0.770
C (-1.6190, 0.8470, -1.9187)  -0.933
C (-1.7278, 1.8462, 0.7912)  -0.274
C (-1.3295, 1.8488, 2.1273)  -0.247
C (-1.4453, 2.9984, 2.8884)  -0.198
C (-1.9284, 4.1626, 2.3102)  -0.182
C (-2.3206, 4.1657, 0.9820)  -0.178
C (-2.2268, 3.0132, 0.2244)  -0.242
H (-4.0124, 0.3053, -0.2236)  0.247
H (-3.4161, -0.8162, 1.0158)  0.251
H (-3.3681, -1.2779, -0.6950)  0.231
H (-2.6012, 1.2433, -2.1707)  0.241
H (-1.4002, 0.0018, -2.5691)  0.248
H (-0.8569, 1.6084, -2.0703)  0.244
H (-0.9463, 0.9382, 2.5860)  0.209
H (-1.1476, 2.9913, 3.9262)  0.230
H (-1.9985, 5.0672, 2.8947)  0.232
H (-2.6998, 5.0697, 0.5306)  0.229
H (-2.5513, 3.0252, -0.8033)  0.218
C (-1.3957, -5.1401, -1.0616)  -0.654
C (-0.2271, -4.3008, -0.7152)  0.203
C (1.0792, -4.6313, -0.4098)  -0.329
C (1.7311, -3.4219, -0.1422)  0.179
N (0.8763, -2.4084, -0.2790)  -0.386
N (-0.3024, -2.9583, -0.6219)  -0.332
C (3.1504, -3.2067, 0.2370)  -0.643
H (-1.1183, -6.1890, -1.0305)  0.249
H (-1.7580, -4.9110, -2.0633)  0.236
H (-2.2085, -4.9661, -0.3568)  0.234
H (1.5084, -5.6104, -0.3759)  0.242
H (-1.1015, -2.3688, -0.8030)  0.410
H (3.6189, -4.1554, 0.4805)  0.247
H (3.2285, -2.5451, 1.0999)  0.219
H (3.6936, -2.7494, -0.5884)  0.233

For the molecular weight, the calculation gives 578.9 g/mol. For the total energy, the calculation gives -59542.557 eV. The calculation puts the HOMO energy at -12.0 eV. Its charge is +1.

> charge of number 4 (C17H19N4PS2Tl)?

+1